[1]
ORCA calculation (the ωB97M-V functional and the def2-TZVPD basis) on C44H32F2N2O2P2Ti as an isolated structure.

```
85
Properties=species:S:1:pos:R:3
Ti -0.40 -0.15 -0.37
F 3.62 0.85 3.06
C 2.37 1.10 2.68
C 1.89 0.50 1.53
C 0.59 0.78 1.13
C -0.22 1.64 1.90
C 0.31 2.18 3.05
F -0.44 2.98 3.81
C 1.60 1.93 3.45
C -1.59 1.83 1.41
C -2.56 2.66 1.94
C -3.82 2.70 1.35
C -4.10 1.92 0.23
C -3.11 1.12 -0.26
N -1.87 1.08 0.31
H 2.53 -0.19 1.00
H 1.99 2.37 4.36
H -2.34 3.26 2.80
H -4.58 3.34 1.76
H -5.07 1.92 -0.24
H -3.27 0.48 -1.11
C 2.76 -0.31 -2.18
P 1.15 0.50 -2.17
C 0.09 -0.19 -3.47
C -0.63 0.61 -4.35
C -1.46 0.01 -5.29
C -1.58 -1.37 -5.34
C -0.85 -2.17 -4.47
C -0.02 -1.58 -3.53
C 1.18 2.29 -2.32
C 0.00 2.99 -2.06
C -0.04 4.37 -2.16
C 1.11 5.06 -2.52
C 2.29 4.37 -2.77
C 2.33 2.98 -2.67
P 3.93 -0.48 -3.67
C 5.16 0.85 -3.39
C 5.93 1.18 -4.51
C 6.99 2.07 -4.41
C 7.31 2.64 -3.19
C 6.58 2.30 -2.06
C 5.51 1.40 -2.16
C 2.93 0.09 -5.10
C 2.85 1.40 -5.57
C 2.10 1.70 -6.70
C 1.43 0.69 -7.38
C 1.52 -0.62 -6.94
C 2.27 -0.92 -5.81
H 2.55 -1.33 -1.89
H 3.33 0.11 -1.35
H -0.51 1.69 -4.34
H -2.01 0.63 -5.99
H -2.23 -1.83 -6.08
H -0.92 -3.25 -4.53
H 0.58 -2.21 -2.88
H -0.90 2.46 -1.80
H -0.96 4.90 -1.96
H 1.08 6.14 -2.61
H 3.19 4.91 -3.04
H 3.25 2.46 -2.85
H 5.70 0.73 -5.48
H 7.57 2.32 -5.30
H 8.14 3.33 -3.11
H 6.84 2.72 -1.10
H 4.97 1.15 -1.25
H 3.40 2.19 -5.07
H 2.06 2.72 -7.06
H 0.87 0.93 -8.28
H 1.02 -1.42 -7.48
H 2.36 -1.95 -5.48
O 1.75 -2.78 1.69
C 0.79 -2.95 1.03
N 0.12 -1.92 0.26
C -1.01 -2.46 -0.29
O -1.79 -1.63 -0.87
C -1.10 -3.89 -0.05
C -2.00 -4.84 -0.46
C -1.77 -6.15 -0.04
C -0.68 -6.46 0.77
C 0.22 -5.48 1.18
C -0.01 -4.20 0.76
H -2.85 -4.59 -1.09
H -2.45 -6.93 -0.35
H -0.53 -7.48 1.08
H 1.07 -5.73 1.82
```

Output
Frontier orbital gap: 5.57 eV
Total charge: +2

***

[2]
ORCA calculation (the ωB97M-V functional and the def2-TZVPD basis) on C3H4IrO4 as an isolated structure.

```
12
Properties=species:S:1:pos:R:3
C -2.36 -0.18 -0.21
C -1.01 0.22 -0.27
O -0.25 -0.42 -1.25
C 1.02 0.03 -1.55
O 1.35 -0.08 -2.72
O 1.69 0.55 -0.61
O -3.24 0.69 0.34
Ir 1.70 0.91 1.27
H -2.73 -1.02 -0.79
H -0.28 0.08 1.08
H -4.12 0.54 0.00
H -0.75 1.28 -0.12
```

Output
Expectation value of S²: 8.759
Frontier orbital gap (alpha / beta): 7.64 / 7.45 eV
2S+1: 6
Total charge: 0
ΔE to the lowest compared entry with this formula, charge and spin: 17.61 kcal/mol

***

[3]
ORCA calculation (the ωB97M-V functional and the def2-TZVPD basis) on a 3-piece molecular cluster, C23H37BrCl6F2I2N2O12S3 overall.

```
88
Properties=species:S:1:pos:R:3
C -1.34 5.74 -2.68
C -0.51 4.51 -2.12
O -1.39 3.58 -1.59
C -1.25 2.48 -0.69
N -1.11 3.13 0.59
C -1.12 2.53 1.91
C -1.43 4.54 0.76
C -2.77 5.27 0.58
O -0.53 5.26 1.04
C -2.72 1.86 -1.01
C -3.82 2.16 0.10
C -4.30 0.86 0.83
N -5.36 0.30 0.44
S -3.54 2.60 -2.56
O -4.72 1.80 -2.70
O -2.78 2.44 -3.77
F -4.09 4.08 -2.25
O -2.90 0.49 -1.23
S -1.74 -0.47 -1.83
O -2.28 -1.79 -1.68
O -1.59 -0.26 -3.24
C -0.30 -0.10 -0.75
C -0.83 -0.37 0.70
C -1.45 -1.71 1.14
O -2.27 -1.65 1.98
Br -1.07 -3.54 0.63
C 0.99 -1.02 -0.94
I 0.78 -2.51 -2.57
C 1.73 -1.72 0.27
C 3.11 -1.05 0.67
I 2.47 -3.72 -0.38
C -0.03 1.46 -1.06
C 0.45 1.69 -2.54
O 1.06 0.65 -3.24
O 1.91 1.22 -4.17
S 1.53 2.04 -0.17
O 2.69 1.75 -0.96
O 1.69 1.49 1.15
F 1.56 3.64 -0.06
H -2.22 5.97 -2.06
H -0.67 6.60 -2.83
H -1.73 5.41 -3.67
H 0.13 4.27 -2.99
H 0.19 5.01 -1.41
H -0.98 3.32 2.68
H -0.39 1.75 2.18
H -2.09 2.07 2.20
H -3.54 4.75 -0.01
H -3.20 5.39 1.61
H -2.59 6.30 0.23
H -4.76 2.55 -0.33
H -3.55 2.86 0.89
H -3.74 0.48 1.71
H -5.51 -0.52 1.03
H -1.66 0.33 0.88
H -0.06 -0.11 1.46
H 1.83 -0.44 -1.38
H 1.21 -1.95 1.20
H 3.87 -1.81 0.92
H 3.53 -0.43 -0.13
H 2.96 -0.49 1.62
H 1.12 2.57 -2.63
H -0.44 1.99 -3.16
H 1.90 0.59 -4.91
Cl 5.03 -7.63 -3.99
C 4.37 -8.18 -2.43
C 3.03 -7.55 -2.13
Cl 3.17 -5.80 -1.80
H 5.09 -7.95 -1.65
H 4.26 -9.26 -2.50
H 2.59 -8.01 -1.24
H 2.33 -7.68 -2.96
Cl 7.52 -9.92 -0.27
C 7.46 -8.99 1.25
C 6.04 -8.77 1.72
Cl 5.15 -7.67 0.65
H 7.98 -8.05 1.09
H 8.01 -9.56 2.00
H 6.05 -8.32 2.71
H 5.49 -9.71 1.78
Cl -3.95 5.09 4.43
C -3.89 4.00 5.85
C -2.59 3.25 5.93
Cl -2.42 2.05 4.62
H -4.74 3.32 5.78
H -4.02 4.62 6.73
H -2.54 2.70 6.87
H -1.73 3.92 5.88
```

Output
Frontier orbital gap: 7.07 eV
Total charge: 0

***

[4]
ORCA calculation (the ωB97M-V functional and the def2-TZVPD basis) on C23H20CoN7O10 as an isolated structure.

```
61
Properties=species:S:1:pos:R:3
Co 0.43 0.45 -0.25
C 2.31 1.11 2.41
N 2.51 0.25 1.28
C 2.80 -1.13 1.54
C 1.53 -1.92 1.46
N 0.41 -1.44 1.00
C -0.52 -2.47 1.11
C -1.88 -2.51 0.78
C -2.54 -3.71 0.96
C -1.89 -4.84 1.47
C -0.55 -4.81 1.82
C 0.10 -3.60 1.64
N 1.42 -3.22 1.87
C 1.64 2.35 1.91
N 0.62 2.30 1.11
C 0.31 3.63 0.83
C -0.72 4.19 0.08
C -0.80 5.56 0.00
C 0.12 6.39 0.67
C 1.13 5.86 1.45
C 1.20 4.47 1.51
N 2.04 3.62 2.20
H 3.23 1.37 2.96
H 1.63 0.63 3.12
H 3.16 0.63 0.58
H 3.26 -1.30 2.53
H 3.51 -1.50 0.80
H -2.36 -1.61 0.40
H -3.59 -3.77 0.71
H -2.45 -5.76 1.59
H -0.05 -5.68 2.23
H 2.16 -3.78 2.24
H -1.44 3.56 -0.43
H -1.58 6.02 -0.59
H 0.03 7.46 0.59
H 1.84 6.49 1.98
H 2.85 3.86 2.74
O -4.71 2.25 -2.97
C -3.69 1.91 -2.42
C -3.57 0.97 -1.23
O -4.48 0.36 -0.69
C -2.16 0.94 -0.91
C -1.39 1.66 -1.85
O -0.12 1.68 -1.78
C -2.28 2.34 -2.80
O -1.99 3.12 -3.69
O -1.58 0.31 0.05
N -0.05 -4.12 -2.00
C -1.25 -3.52 -2.59
C -1.14 -1.99 -2.65
O -1.89 -1.31 -3.29
O -0.16 -1.50 -1.89
H -0.27 -4.89 -1.39
H 0.31 -2.28 -1.53
H 0.61 -4.43 -2.70
H -2.10 -3.72 -1.95
H -1.49 -3.88 -3.59
O 4.22 0.30 -0.86
N 3.39 -0.27 -1.61
O 3.76 -1.11 -2.43
O 2.17 0.02 -1.52
```

Output
Expectation value of S²: 3.756
Frontier orbital gap (alpha / beta): 5.73 / 5.70 eV
2S+1: 4
Total charge: -1
ΔE to the lowest compared entry with this formula, charge and spin: 2.37 kcal/mol

***

[5]
ORCA calculation (the ωB97M-V functional and the def2-TZVPD basis) on a 4-piece molecular cluster, C28H49FI2N11O7S3 overall.

```
101
Properties=species:S:1:pos:R:3
C 0.40 4.89 0.98
C -0.15 3.72 0.71
C -0.70 2.25 0.23
C -0.53 1.06 1.28
S 0.18 1.99 2.79
C -2.04 0.47 1.61
C -2.94 1.30 2.63
C -3.47 2.75 2.26
O -4.69 2.85 1.88
F -2.78 4.01 2.37
N -2.70 -0.16 0.43
C -3.87 0.48 -0.17
C -5.33 0.01 0.43
O -6.32 0.98 0.01
C -7.66 0.43 -0.01
C -8.47 1.04 1.29
C -1.68 -0.68 -0.47
N -1.58 -0.57 -1.80
O -0.61 -1.11 -2.57
C -0.86 -2.48 -2.92
N -1.02 -3.59 -3.42
N -0.51 -1.33 0.22
C 0.39 -0.24 0.88
C 0.92 -1.01 2.24
C 2.47 -0.90 2.59
C 2.90 0.23 3.66
S 4.53 -0.12 4.50
C 5.18 1.59 4.97
S 5.01 2.09 6.58
N 5.84 2.51 4.00
C 6.25 1.77 2.75
C 7.22 2.76 1.89
O 6.78 4.15 1.91
C 5.36 4.27 2.21
C 4.95 3.68 3.65
C 1.50 0.03 -0.24
I 2.82 1.77 0.21
C 2.36 -1.14 -0.88
C 3.98 -0.85 -1.01
I 2.28 -3.19 -0.18
H 1.06 5.83 0.77
H -0.30 2.13 -0.84
H -1.85 2.43 0.08
H -0.78 2.85 3.31
H -1.76 -0.46 2.28
H -2.43 1.39 3.68
H -3.88 0.66 2.87
H -4.01 0.17 -1.28
H -3.85 1.64 -0.23
H -5.58 -0.99 -0.13
H -5.32 -0.25 1.54
H -7.72 -0.72 0.04
H -8.20 0.80 -0.96
H -9.53 1.30 0.88
H -8.56 0.24 2.12
H -7.99 2.01 1.68
H -2.29 0.00 -2.31
H -0.95 -1.92 0.93
H 0.26 -0.75 3.17
H 0.74 -2.17 2.15
H 3.20 -0.82 1.71
H 2.78 -1.90 3.11
H 2.10 0.27 4.50
H 2.93 1.31 3.21
H 5.32 1.49 2.13
H 6.84 0.80 3.00
H 8.27 2.70 2.39
H 7.29 2.34 0.82
H 4.76 3.76 1.36
H 5.11 5.39 2.21
H 3.85 3.30 3.62
H 5.05 4.55 4.41
H 0.89 0.46 -1.14
H 2.08 -1.26 -2.01
H 4.23 -0.05 -1.78
H 4.39 -1.86 -1.47
H 4.51 -0.76 0.01
C 0.10 -7.18 -1.08
O 0.42 -7.58 0.03
N 0.21 -7.94 -2.19
N -0.39 -5.94 -1.29
H -0.04 -7.63 -3.11
H 0.58 -8.87 -2.07
H -0.49 -5.34 -0.49
H -0.66 -5.59 -2.19
C -5.11 -2.49 -5.06
O -6.00 -2.26 -4.25
N -5.36 -2.65 -6.38
N -3.81 -2.62 -4.71
H -4.65 -2.85 -7.06
H -6.32 -2.56 -6.69
H -3.58 -2.51 -3.73
H -3.08 -2.82 -5.36
C 3.01 0.91 -4.19
O 3.00 0.93 -2.96
N 2.19 0.11 -4.91
N 3.84 1.67 -4.93
H 2.19 0.07 -5.91
H 1.56 -0.48 -4.40
H 4.47 2.29 -4.42
H 3.87 1.67 -5.93
```

Output
Frontier orbital gap: 5.36 eV
Total charge: +1

***

The lowest total charge belongs to which entry? C23H20CoN7O10

***

What is the formula in the second record? C3H4IrO4